{"formula": "C15H48N6O9", "method": "wB97M-V/def2-TZVPD", "lumo_ev": -0.26, "relative_energy_kj_mol": 771.25, "orbital_gap_ev": 7.751, "smiles": "NC(N)=O.NC(N)=O.NC(N)=O.CC(C)O.CC(C)O.CC(C)O.CO.CO.CO", "spin_multiplicity": 1, "symbols": ["H", "H", "N", "C", "H", "O", "H", "H", "N", "H", "C", "C", "H", "H", "C", "H", "O", "H", "O", "H", "C", "N", "H", "C", "H", "H", "H", "H", "H", "H", "H", "H", "H", "C", "H", "O", "N", "H", "O", "H", "H", "H", "H", "H", "C", "H", "C", "H", "H", "H", "H", "H", "H", "O", "H", "C", "H", "H", "C", "H", "H", "H", "O", "C", "H", "H", "H", "H", "N", "H", "C", "H", "N", "O", "C", "O", "C", "H"], "xyz": [[3.33238, -1.60830, 3.04646], [1.88100, 0.85541, -4.10259], [1.08408, 0.19496, 4.21863], [-3.91561, -0.69416, -1.62160], [-4.45640, -2.27255, -2.86945], [1.39472, 1.27677, -0.77017], [2.12041, 3.10141, 3.83043], [-1.87116, -0.61173, 3.15637], [-0.94442, -0.88856, 2.83957], [0.81783, -0.38084, 4.99002], [2.07661, -0.13569, 3.44384], [1.29108, 0.00871, -3.81389], [-2.62617, -1.94294, -2.65241], [-3.49640, 1.49144, 0.61624], [0.53625, -2.92531, -1.99721], [-3.13587, -0.51918, -0.87673], [1.79376, -0.33520, -2.75948], [-4.18313, 1.59072, 2.27523], [-1.74015, -1.99957, 0.92222], [6.03606, 1.15574, -0.15283], [-3.98715, 0.37985, -2.71238], [5.45725, 0.39048, 0.24861], [5.47516, 0.36569, 1.31205], [-4.22894, 1.09411, 1.25532], [-4.39231, 1.34010, -2.30464], [-0.19119, 1.31444, -2.97610], [3.53038, -0.14569, -2.21856], [-1.49282, 0.40754, 0.39757], [-0.58094, 0.62981, -4.60314], [1.25472, -1.78706, 2.50334], [2.25290, 1.39450, -0.44463], [-4.58767, -0.02754, -3.46004], [-3.02912, 0.51429, -3.09494], [0.51485, 1.04231, 0.14089], [-1.27791, 1.59165, -0.98217], [-5.54874, 1.30008, 0.79121], [0.51385, -2.04615, 1.78724], [2.08582, 2.71838, 5.65217], [0.21949, 2.76043, 4.80645], [-0.71544, -0.43967, -3.10443], [1.12597, -2.73305, -2.96538], [-3.48399, -2.77102, -1.33288], [1.15452, 2.49354, 1.71861], [-4.99593, 0.15865, -0.42137], [-0.14877, 0.39048, -3.60561], [2.39513, -1.45354, -5.02379], [-0.85341, 0.72123, -0.40781], [-6.15334, 1.17859, 1.52879], [2.12251, -1.93495, 4.30544], [5.19283, 0.23381, -2.32613], [0.97937, 0.23675, 0.72138], [0.62423, -1.74084, -4.74091], [-3.92944, 0.02395, 1.30388], [-4.99605, -0.62987, -1.00825], [0.82797, 1.20426, 4.15396], [4.44009, -0.09587, -0.41620], [1.09339, -0.56055, -5.97959], [1.51237, 4.27491, 4.98050], [0.28221, 2.11046, 1.21980], [-0.68124, -0.17037, -0.98844], [-0.14122, -0.51110, 3.34691], [1.73261, -1.72419, -1.18204], [1.06449, -2.35995, -0.84876], [1.38015, -0.95050, -4.97024], [0.14782, 2.15474, 5.56245], [-0.37403, 1.64891, 1.97038], [0.49903, -4.00993, -1.96859], [1.59063, 0.26620, -2.06630], [2.37929, -1.37932, 3.48686], [0.89677, -2.22913, 0.81339], [1.55876, 3.21368, 4.81605], [-0.47643, -2.60367, -2.12554], [4.38987, 0.06828, -1.68327], [3.42758, -0.73198, 0.25688], [-3.58900, -2.04742, -2.18006], [2.75491, 0.81625, 2.62178], [-0.73279, -1.67591, 1.85553], [-0.28387, 2.95980, 0.86210]], "mulliken_charge": [0.351, 0.234, -0.445, 2.126, 0.398, -0.838, 0.165, 0.210, -0.048, 0.284, -0.149, 0.384, 0.109, 0.209, -0.422, -0.985, -0.438, 0.325, -0.650, 0.200, -1.135, -0.512, 0.260, -0.633, 0.326, 0.273, 0.194, -0.013, 0.599, 0.492, 0.330, 0.438, 0.102, 1.489, 0.584, -0.572, -0.354, 0.296, -0.592, -0.175, 0.055, 0.273, 0.307, 0.395, -0.840, 0.322, -0.964, 0.316, 0.252, 0.234, -0.012, 0.292, 0.335, -0.650, 0.254, 0.427, 0.374, 0.273, -1.813, -0.187, 0.381, 0.209, -0.562, -1.504, 0.311, 0.298, 0.493, 0.702, -0.329, 0.410, -0.489, 0.031, -0.246, -0.497, -1.279, -0.577, 0.112, 0.473]}



{"formula": "C2H4N3OP", "method": "wB97M-V/def2-TZVPD", "lumo_ev": [-0.81, -1.29], "relative_energy_kj_mol": 393.23, "orbital_gap_ev": [9.310, 7.087], "spin_multiplicity": 1, "symbols": ["O", "P", "N", "H", "N", "H", "C", "H", "H", "N", "C"], "xyz": [[2.79921, 0.07159, -1.73450], [1.51039, -0.65721, -2.40292], [-1.83763, -0.37290, 0.00156], [1.27790, -1.63750, -1.54232], [-1.23062, 0.41150, 2.03289], [-3.10648, -0.20087, 1.61096], [-0.55957, 0.05130, -0.07800], [0.71360, 0.87799, 1.43452], [2.76805, 1.04799, -1.72825], [-2.16001, -0.03494, 1.24580], [-0.17484, 0.44305, 1.16028]], "mulliken_charge": [-0.452, 0.236, -0.500, 0.049, -0.527, 0.254, 0.120, 0.425, 0.360, 0.339, -0.305]}



{"formula": "C2H4N4", "method": "wB97M-V/def2-TZVPD", "lumo_ev": 0.71, "relative_energy_kj_mol": 328.41, "orbital_gap_ev": 10.605, "spin_multiplicity": 1, "symbols": ["C", "N", "H", "H", "H", "C", "N", "N", "N", "H"], "xyz": [[-1.36503, -0.19929, 0.19977], [2.16103, 0.48629, 0.20123], [-1.87087, -1.03354, -0.29757], [-1.86744, 0.74295, -0.00886], [-1.35920, -0.37923, 1.27816], [0.99443, 0.93057, 0.04687], [1.84411, -1.20856, -0.46940], [0.63492, -1.25654, -0.51255], [-0.00429, -0.09344, -0.31128], [0.83234, 2.01079, -0.12637]], "mulliken_charge": [-0.691, -0.410, 0.264, 0.287, 0.304, 0.015, -0.299, -0.080, 0.269, 0.342]}



{"formula": "C25H38N2P2Pt", "method": "wB97M-V/def2-TZVPD", "lumo_ev": [0.34, -0.22], "orbital_gap_ev": [4.875, 6.840], "spin_multiplicity": 3, "symbols": ["C", "H", "C", "H", "H", "C", "H", "N", "C", "H", "H", "C", "H", "H", "H", "P", "H", "H", "H", "N", "C", "C", "C", "C", "H", "C", "H", "P", "H", "Pt", "C", "H", "H", "H", "H", "H", "H", "H", "H", "H", "C", "C", "H", "C", "C", "H", "H", "H", "C", "H", "C", "C", "H", "C", "H", "C", "H", "H", "H", "H", "C", "H", "C", "H", "C", "C", "C", "H"], "xyz": [[2.45313, 0.96917, -2.15499], [0.28433, -0.40993, 2.54291], [0.32463, 2.55297, -1.41889], [5.02423, -0.62483, 1.10101], [-4.36707, 1.49717, 0.94011], [1.41253, -2.40823, -1.07989], [5.14923, 1.04327, -1.44399], [0.28313, 1.62037, 0.82511], [-3.48117, 3.30187, 1.62051], [-4.39927, 0.03137, -0.85939], [3.27063, 0.34607, -2.49529], [-2.19987, 1.34107, 0.86031], [-3.55477, 0.56337, -3.13389], [-0.51917, 3.19507, -1.17369], [1.42903, -3.32523, -1.67969], [2.81763, -0.41693, 0.26851], [-4.30917, -1.71443, -2.61679], [4.21223, 2.28327, 0.62741], [5.68263, 1.71337, 1.42761], [0.28433, -3.64853, 0.82511], [-3.63907, -1.75783, -1.75069], [0.28433, -2.47853, 0.82511], [0.84743, 2.65527, -2.70969], [-3.09337, -1.40533, 1.57231], [-2.32417, 4.99927, 2.26041], [4.63973, 1.45797, 1.20811], [-4.09707, -2.43503, -1.02229], [-2.27067, -0.41573, 0.26851], [-3.09477, -2.43353, 1.18771], [0.28433, -0.40993, 0.82511], [5.41813, 0.19737, -0.80489], [3.12863, -3.32123, 0.91051], [-4.43917, 3.76657, 1.82061], [4.63483, -2.81993, 0.12511], [0.40533, 3.35547, -3.40899], [5.36343, -0.71903, -1.39939], [-4.96887, -1.85853, 2.54191], [2.31843, 1.91827, -4.08339], [-1.22777, -1.75503, 2.65861], [6.47113, 0.33587, -0.53179], [1.96343, 0.85747, -0.82819], [2.84083, -1.94303, -0.76669], [3.57633, -3.98553, -0.66719], [-0.98297, 2.07757, 1.04261], [-2.30567, 3.99127, 1.86291], [0.84313, -2.61853, -0.16679], [-0.16387, 3.93767, 1.76111], [-2.79067, 1.59517, -1.92979], [4.55983, 0.12847, 0.45141], [-5.17277, -1.00883, 1.01601], [-4.54177, -1.07303, 1.90701], [-1.08467, 3.38327, 1.57991], [3.34823, -1.75793, -1.71799], [-2.25547, -1.42783, 2.85431], [0.28433, -4.65933, 0.82511], [3.58563, -3.07623, -0.05549], [0.85553, -1.66023, -1.65429], [-2.68637, -2.12423, 3.58271], [-2.20927, -0.44063, 3.32771], [4.10753, 1.40987, 2.16521], [-3.42407, -0.35873, -1.16659], [-2.69667, -2.20953, -2.08279], [0.83213, 1.66477, -0.43359], [-1.89357, 0.23397, -2.62029], [-2.88077, 0.55807, -2.26999], [-3.42397, 1.99877, 1.12361], [1.91123, 1.85837, -3.08089], [-4.63347, -0.13753, 2.46591]], "lowdin_spin": [0.014, 0.240, 0.037, 0.002, 0.001, 0.036, 0.000, 0.053, 0.004, 0.008, 0.000, 0.004, 0.000, 0.002, 0.004, 0.167, 0.000, 0.000, 0.000, -0.001, 0.005, 0.054, 0.011, 0.016, 0.000, 0.003, 0.000, 0.166, 0.002, 0.839, 0.013, 0.001, 0.000, 0.000, 0.000, 0.001, 0.001, 0.002, 0.020, 0.003, 0.029, 0.016, 0.000, 0.014, 0.002, 0.011, 0.000, 0.000, 0.046, 0.001, 0.006, 0.003, 0.004, 0.021, 0.001, 0.004, 0.008, 0.001, 0.006, 0.002, 0.052, 0.002, 0.025, 0.001, 0.003, 0.001, 0.029, 0.000]}



{"formula": "C28H44BrClKN3O4SbSi3", "method": "wB97M-V/def2-TZVPD", "total_charge": -1, "lumo_ev": 2.25, "relative_energy_kj_mol": 0.00, "orbital_gap_ev": 5.919, "spin_multiplicity": 1, "symbols": ["H", "C", "H", "H", "H", "H", "O", "H", "C", "N", "H", "C", "H", "H", "H", "H", "C", "H", "H", "C", "H", "C", "C", "H", "C", "C", "H", "C", "H", "C", "C", "C", "Br", "K", "C", "H", "C", "C", "C", "H", "C", "C", "O", "Si", "H", "H", "H", "C", "H", "H", "N", "C", "H", "H", "H", "H", "H", "N", "H", "H", "H", "H", "O", "H", "Sb", "Si", "C", "H", "H", "Si", "H", "H", "H", "H", "C", "O", "H", "C", "C", "C", "H", "C", "H", "H", "Cl", "C"], "xyz": [[-1.29408, -3.04666, 5.78252], [-1.21138, 0.92617, -0.65629], [-2.62959, -4.08848, 3.72270], [5.35330, 0.85416, -3.85487], [-4.74224, 0.81862, -2.46980], [-2.66725, 0.05252, 4.72752], [0.79510, -3.39576, -3.52455], [2.27706, 1.91479, 3.39294], [-3.93444, 0.36701, -1.88783], [0.62593, -2.23625, 0.61989], [-0.74742, 2.43033, 1.78604], [-2.40871, -2.23985, -0.09237], [3.33305, -3.53763, 3.03915], [-3.70011, -0.74241, 3.55246], [0.48245, 0.95132, -3.67866], [-4.33777, 3.43608, -1.50679], [0.62866, -1.82280, 1.89609], [1.30947, 0.06382, 0.12815], [1.62615, -1.93446, 3.79865], [-2.26637, -3.47701, 2.89256], [0.38639, 1.60567, 5.50446], [-0.54754, -2.63679, 5.09665], [2.57449, -3.18586, 2.35057], [1.48643, -3.45091, -0.80717], [2.20484, 1.98758, -4.43468], [2.41120, 3.06541, -0.95349], [3.24608, -4.34813, 0.64587], [3.51615, -0.03076, -3.18487], [4.14200, 2.71371, -5.00263], [1.56495, 0.96083, -3.74830], [-2.94986, -0.91578, 4.32328], [4.27538, 0.91698, -3.84543], [4.38272, -1.43613, -2.24001], [-0.14965, -1.40714, -2.15077], [1.62019, -2.28502, 2.77627], [2.33808, 0.89388, 1.96460], [2.53500, -3.63607, 1.03807], [-0.76795, 2.18482, 2.84653], [-0.46838, -0.92064, 2.39179], [-4.37707, 0.00439, -0.95724], [2.03863, 0.92106, 3.00413], [2.44164, 1.78685, -0.39858], [-0.45153, -1.79408, -4.70226], [-1.51159, -1.92212, 3.63627], [0.58806, 2.69648, -5.65551], [-3.57698, -0.49738, -2.45218], [-3.89344, 2.84250, 0.09978], [0.03155, 1.62114, -0.66651], [0.06413, -1.93204, 5.65696], [-1.25084, 2.80149, -3.44393], [2.20736, -0.02199, -3.13457], [0.15847, 0.58470, 5.18514], [-2.83803, 3.98461, -0.73683], [-2.27469, -2.19995, -1.17234], [3.38769, 1.33853, -0.10973], [-3.46150, -2.47023, 0.07256], [2.03854, 3.71310, -5.70493], [0.02429, 2.88831, -1.18987], [-3.41481, -1.49423, 5.12611], [0.08377, -3.46532, 4.77327], [-0.32749, 3.01959, 3.39742], [-1.78575, -3.03441, 0.30286], [-0.23346, -3.97814, -5.56583], [2.64138, 0.20042, 3.55736], [-2.03019, -0.29503, 0.86409], [0.20138, 0.63896, 3.28642], [3.59058, 1.94124, -4.47862], [0.97637, 3.73097, -4.28835], [-3.10273, -3.28336, 2.22616], [-2.57096, 1.67297, -1.64080], [3.30438, 3.65864, -1.09264], [-1.81992, 1.20166, -3.97094], [-0.78264, 0.30062, 5.64556], [-1.52679, -4.06753, 2.34995], [-3.49914, 3.12940, -0.87804], [1.62380, -2.51851, -5.54957], [1.08158, 4.54324, -1.75480], [1.41102, 3.09573, -5.06266], [1.16641, 3.54579, -1.32521], [-2.08711, 2.10534, -3.41630], [-2.93104, 2.56306, -3.93828], [1.27664, 1.07841, -0.24932], [-1.81315, 2.09904, 3.15207], [0.94374, -0.05564, 5.59085], [0.43907, -2.93146, -4.85498], [1.54801, -3.11598, 0.22559]], "mulliken_charge": [0.430, -0.717, 0.411, 0.464, 0.394, 0.336, -0.755, 0.451, -1.161, 0.537, 0.201, -1.387, 0.429, 0.286, 0.122, 0.326, -1.544, 0.744, 0.725, -1.299, 0.366, -1.338, -1.049, 0.399, 0.570, -0.953, 0.470, -0.210, 0.373, 0.152, -1.152, -0.579, -0.169, 1.013, -1.116, -0.106, -0.863, -1.081, 2.263, 0.286, -0.696, -0.332, -0.711, 0.803, 0.347, 0.266, 0.289, -0.034, 0.350, 0.065, 0.175, -1.461, 0.319, 0.278, 0.545, 0.462, 0.403, -0.453, 0.420, 0.352, 0.433, 0.434, -0.709, 0.373, 0.806, 0.971, -0.622, 0.201, 0.272, 0.306, 0.436, 0.229, 0.335, 0.321, -1.224, -0.663, 0.428, -1.394, -0.920, -0.871, 0.505, -0.130, 0.260, 0.333, 1.805, -0.571]}



{"formula": "C7H14FNO4", "method": "wB97M-V/def2-TZVPD", "lumo_ev": 0.87, "relative_energy_kj_mol": 0.00, "orbital_gap_ev": 10.674, "smiles": "C=C[C@@H](F)N(OCCO)OCCO", "spin_multiplicity": 1, "symbols": ["H", "O", "H", "O", "C", "H", "H", "C", "H", "C", "C", "H", "C", "O", "O", "N", "H", "H", "C", "H", "F", "H", "C", "H", "H", "H", "H"], "xyz": [[-0.85075, 3.96866, -0.92972], [-0.91467, 0.72196, -0.11981], [-1.95958, 2.65929, -1.17054], [0.15818, 2.61670, -2.03927], [-0.96736, -1.26806, 0.91100], [-3.45681, -1.42348, 0.67136], [-0.08860, 1.75506, -2.45720], [2.14858, -0.42844, -0.36626], [3.15159, -1.49268, -1.89022], [3.06168, -1.65437, -0.83683], [-1.97686, -0.77905, 1.94050], [0.57347, 2.18000, 0.16877], [-3.24672, -0.98970, 1.69684], [2.33521, -2.79861, -0.53424], [0.82703, -0.82216, -0.44408], [-0.06283, -0.23808, 0.51949], [-0.35995, -2.04981, 1.36395], [-1.52817, -0.35326, 2.77988], [-0.89724, 2.89882, -1.08811], [3.97251, -1.43586, -0.28233], [-1.65782, -1.80046, -0.18212], [2.42514, -0.01542, 0.74649], [-0.47254, 2.13389, 0.17212], [-4.12332, -0.84675, 2.41888], [-0.95543, 2.39011, 1.04009], [2.45279, 0.52328, -0.86680], [2.41246, -3.45158, -1.22184]], "mulliken_charge": [0.403, -0.203, 0.280, -0.540, 0.194, 0.223, 0.352, -0.423, 0.342, -0.436, -0.405, 0.279, -0.658, -0.490, -0.116, -0.102, 0.409, 0.444, -0.548, 0.262, -0.377, 0.285, -0.375, 0.269, 0.342, 0.295, 0.294]}